# 1
C23H21F3N2O4S4 | ωB97M-V/def2-TZVPD

The relative energy (zero: lowest compared OMol25 entry of this formula, charge and spin) comes out at 91.9 kJ/mol. The largest force on an atom is 3.706 eV Å⁻¹. As for the LUMO energy: -2.68 eV. For the HOMO-LUMO gap, the calculation gives 4.93 eV.

Atoms and positions in Å:
C1 -3.991 0.818 -1.428
S1 -2.284 0.834 -0.914
C2 -1.461 2.169 -1.763
C3 -2.170 1.811 1.142
C4 -1.148 0.989 1.816
C5 -0.517 1.587 2.915
C6 0.716 1.113 3.326
C7 1.220 -0.061 2.745
C8 2.563 -0.434 3.031
N1 3.692 -0.673 3.234
C9 0.467 -0.792 1.814
C10 -0.777 -0.287 1.398
H1 -4.128 -0.198 -1.864
H2 -4.635 0.924 -0.532
H3 -4.223 1.603 -2.177
H4 -0.610 1.719 -2.285
H5 -2.126 2.664 -2.476
H6 -1.058 2.890 -1.052
H7 -1.804 2.763 0.740
H8 -0.969 2.484 3.351
H9 1.304 1.671 4.055
H10 0.869 -1.720 1.383
H11 -1.436 -0.858 0.726
F1 -2.320 4.211 2.731
C11 -3.534 3.579 2.771
F2 -3.817 3.396 4.089
F3 -4.438 4.448 2.227
S2 -3.692 1.903 1.883
N2 -7.141 3.856 1.394
S3 -7.807 2.693 2.268
C12 -8.635 3.986 3.142
C13 -8.541 4.061 4.532
C14 -9.199 5.127 5.137
C15 -9.812 6.108 4.353
C16 -9.765 6.068 2.948
C17 -9.126 4.999 2.331
O1 -8.785 1.825 1.649
O2 -6.887 2.169 3.246
S4 -6.914 3.894 -0.194
C18 -5.517 5.024 -0.406
C19 -5.800 6.326 -0.011
C20 -4.835 7.317 -0.179
C21 -3.598 7.012 -0.743
C22 -3.333 5.705 -1.160
C23 -4.290 4.698 -1.019
O3 -6.408 2.655 -0.724
O4 -8.126 4.524 -0.714
H12 -7.966 3.339 5.110
H13 -9.260 5.145 6.219
H14 -10.370 6.907 4.832
H15 -10.246 6.796 2.292
H16 -8.986 4.965 1.248
H17 -6.778 6.529 0.425
H18 -5.077 8.333 0.120
H19 -2.840 7.792 -0.862
H20 -2.372 5.477 -1.612
H21 -4.068 3.692 -1.379

---

# 2
C7H17ClNSi | ωB97M-V/def2-TZVPD

Its spin multiplicity is 3. The relative energy (zero: lowest compared OMol25 entry of this formula, charge and spin) comes out at 0.0 kJ/mol. The charge is +1. The largest force on an atom is 11.737 eV Å⁻¹. The expectation value of S² is 2.008. As for the LUMO energy (alpha / beta): -2.88 / -6.34 eV. For the HOMO-LUMO gap (alpha / beta), the calculation gives 6.15 / 8.18 eV.

Atoms and positions in Å:
C1 -0.520 0.431 1.927
C2 0.068 0.508 3.093
C3 0.379 2.918 0.415
C4 1.274 -2.595 0.134
C5 -0.069 -0.481 -2.161
C6 -1.891 -1.576 -0.026
C7 0.321 0.455 0.621
N1 -0.175 1.669 -0.175
Si1 -0.013 -1.240 -0.357
Cl1 -0.690 0.511 4.633
H1 -1.620 0.196 1.878
H2 1.174 0.724 3.055
H3 0.046 2.794 1.396
H4 1.383 3.093 0.337
H5 -0.215 3.659 -0.114
H6 2.139 -2.469 -0.399
H7 1.445 -2.605 1.246
H8 0.841 -3.498 -0.041
H9 -1.011 -0.327 -2.511
H10 0.601 0.390 -2.393
H11 0.247 -1.163 -3.057
H12 -2.158 -1.846 1.088
H13 -2.430 -0.765 -0.279
H14 -2.209 -2.500 -0.478
H15 1.431 0.773 0.735
H16 0.074 1.755 -1.199
H17 -1.141 1.703 -0.297

---

# 3
C18H42FN3O5S | ωB97M-V/def2-TZVPD

The largest force on an atom is 1.750 eV Å⁻¹. As for the LUMO energy: 0.35 eV. For the HOMO-LUMO gap, the calculation gives 8.12 eV. Its SMILES is CC(=O)OCN(CCCO)S(=O)(=O)F.CCN(CC)CC.CCN(CC)CC.

Atoms and positions in Å:
C1 -2.450 -1.323 -2.941
C2 -2.751 -0.796 -1.564
O1 -1.860 -0.568 -0.769
O2 -4.047 -0.623 -1.152
C3 -5.009 -0.292 -2.128
N1 -4.569 0.866 -2.924
C4 -4.212 2.069 -2.123
C5 -2.753 2.514 -2.384
C6 -2.350 2.456 -3.839
O3 -0.948 2.739 -3.969
S1 -5.657 1.174 -4.106
O4 -6.943 0.665 -3.797
O5 -5.502 2.488 -4.598
F1 -5.066 0.221 -5.168
H1 -3.295 -1.383 -3.611
H2 -1.697 -0.696 -3.395
H3 -2.010 -2.301 -2.803
H4 -5.927 -0.098 -1.593
H5 -5.169 -1.141 -2.781
H6 -4.897 2.891 -2.282
H7 -4.272 1.816 -1.074
H8 -2.129 1.865 -1.784
H9 -2.678 3.539 -2.045
H10 -2.524 1.479 -4.277
H11 -2.901 3.178 -4.428
H12 -0.531 1.911 -4.193
C7 4.372 1.576 1.846
C8 3.410 1.779 0.685
N2 2.055 1.361 0.985
C9 1.201 1.289 -0.188
C10 0.881 2.583 -0.942
C11 1.456 1.956 2.166
C12 1.352 3.486 2.230
H13 4.353 0.542 2.191
H14 5.389 1.808 1.526
H15 4.141 2.227 2.690
H16 3.764 1.177 -0.157
H17 3.466 2.830 0.359
H18 0.255 0.819 0.092
H19 1.672 0.591 -0.891
H20 0.159 3.194 -0.400
H21 0.420 2.337 -1.899
H22 1.765 3.191 -1.142
H23 2.022 1.617 3.038
H24 0.462 1.521 2.297
H25 2.274 3.975 1.913
H26 1.158 3.796 3.259
H27 0.534 3.868 1.622
C13 0.060 -1.816 1.969
C14 1.555 -2.076 1.867
N3 2.126 -2.654 3.071
C15 3.576 -2.635 3.087
C16 4.326 -3.464 2.036
C17 1.501 -3.878 3.537
C18 1.456 -5.076 2.577
H28 -0.169 -1.194 2.836
H29 -0.281 -1.294 1.076
H30 -0.516 -2.740 2.043
H31 2.045 -1.115 1.688
H32 1.745 -2.695 0.975
H33 3.914 -2.935 4.083
H34 3.886 -1.591 2.979
H35 4.290 -4.530 2.255
H36 5.379 -3.175 2.026
H37 3.934 -3.303 1.031
H38 0.475 -3.642 3.830
H39 1.992 -4.181 4.465
H40 1.156 -4.784 1.570
H41 0.725 -5.805 2.936
H42 2.414 -5.590 2.515

---

# 4
H11NO4 | ωB97M-V/def2-TZVPD

The relative energy (zero: lowest compared OMol25 entry of this formula, charge and spin) comes out at 170.5 kJ/mol. The largest force on an atom is 3.852 eV Å⁻¹. As for the LUMO energy: 0.39 eV. For the HOMO-LUMO gap, the calculation gives 11.21 eV. Its SMILES is N.O.O.O.O.

Atoms and positions in Å:
N1 -1.374 1.933 -2.155
H1 -1.829 2.818 -1.756
H2 -0.343 2.180 -2.116
H3 -1.631 1.855 -3.171
H4 -1.194 -0.553 0.453
H5 0.105 -0.188 1.374
O1 -0.775 0.143 1.049
H6 1.143 -3.780 -0.072
H7 0.275 -4.666 0.724
O2 1.210 -4.399 0.633
H8 -0.321 -0.887 -2.414
H9 -1.086 -0.094 -1.710
O3 -0.698 -0.964 -1.551
H10 2.936 2.067 3.818
H11 1.646 2.192 3.009
O4 1.937 2.343 3.885

---

# 5
C11H22Si | ωB97M-V/def2-TZVPD

The relative energy (zero: lowest compared OMol25 entry of this formula, charge and spin) comes out at 320.3 kJ/mol. The largest force on an atom is 6.705 eV Å⁻¹. As for the LUMO energy: 0.67 eV. For the HOMO-LUMO gap, the calculation gives 7.82 eV. Its SMILES is C=C(C)[Si](CC)=C(C)C.C=CC.

Atoms and positions in Å:
C1 -0.454 0.798 -2.971
C2 0.837 2.142 2.296
C3 -0.885 0.931 -1.706
C4 -0.144 1.404 1.363
C5 -2.289 1.310 -1.450
C6 -1.463 1.011 2.054
C7 3.032 0.769 -0.097
C8 -1.134 -2.861 0.906
C9 -0.203 -4.346 -0.798
C10 2.120 1.752 -0.746
C11 -0.118 -3.714 0.531
Si1 0.358 1.176 -0.298
H1 0.508 0.293 -3.226
H2 -1.117 0.735 -3.913
H3 1.743 2.373 1.832
H4 0.291 3.090 2.441
H5 -2.905 0.531 -1.013
H6 -2.762 1.708 -2.377
H7 -2.315 2.192 -0.592
H8 -1.990 0.219 1.542
H9 -2.204 1.827 2.062
H10 -1.289 0.748 3.073
H11 3.960 0.914 -0.487
H12 2.942 0.755 1.012
H13 2.737 -0.240 -0.313
H14 -1.895 -2.773 0.256
H15 1.026 1.940 3.405
H16 -1.087 -2.314 1.939
H17 -1.220 -4.810 -1.029
H18 0.707 -4.911 -1.016
H19 -0.096 -3.496 -1.519
H20 2.379 1.856 -1.782
H21 2.104 2.770 -0.404
H22 0.827 -3.780 1.025

---

# 6
C3H5O2Ru | ωB97M-V/def2-TZVPD

Its spin multiplicity is 6. The charge is +2. The largest force on an atom is 3.197 eV Å⁻¹. The expectation value of S² is 8.762. As for the LUMO energy (alpha / beta): -11.33 / -13.81 eV. For the HOMO-LUMO gap (alpha / beta), the calculation gives 9.47 / 7.05 eV.

Atoms and positions in Å:
O1 -0.952 -0.088 -0.053
Ru1 -1.726 -1.520 -0.816
O2 -2.225 -0.115 -2.264
C1 -1.923 1.012 -2.199
C2 0.272 0.504 0.276
C3 1.244 -0.355 1.061
H1 0.742 0.805 -0.678
H2 0.042 1.417 0.853
H3 1.880 -0.948 0.385
H4 1.935 0.271 1.644
H5 0.711 -0.982 1.792

---

# 7
C5H7N | ωB97M-V/def2-TZVPD

The relative energy (zero: lowest compared OMol25 entry of this formula, charge and spin) comes out at 640.0 kJ/mol. The largest force on an atom is 3.348 eV Å⁻¹. As for the LUMO energy: -0.94 eV. For the HOMO-LUMO gap, the calculation gives 6.39 eV.

Atoms and positions in Å:
C1 -0.739 -0.984 -0.457
C2 -1.072 0.373 0.367
N1 0.183 1.119 -1.434
C3 0.275 0.377 -0.356
C4 -1.177 -1.047 0.793
C5 1.422 0.177 0.644
H1 -1.305 -0.983 -1.380
H2 -1.812 1.032 -0.063
H3 1.088 1.401 -1.796
H4 -1.976 -1.755 0.998
H5 2.354 0.547 0.224
H6 1.247 0.624 1.606
H7 1.510 -0.882 0.855

---

# 8
C33H48N4P | ωB97M-V/def2-TZVPD

The relative energy (zero: lowest compared OMol25 entry of this formula, charge and spin) comes out at 71.8 kJ/mol. The charge is +1. The largest force on an atom is 3.312 eV Å⁻¹. As for the LUMO energy: -5.10 eV. For the HOMO-LUMO gap, the calculation gives 3.37 eV.

Atoms and positions in Å:
C1 4.169 -4.278 0.759
C2 5.363 -3.320 0.817
N1 4.995 -2.092 1.462
C3 5.933 -1.110 1.957
C4 5.037 0.045 2.459
C5 3.655 -0.364 2.073
C6 2.415 0.247 2.156
C7 1.305 -0.418 1.594
C8 -0.037 0.260 1.639
C9 -1.319 -0.448 1.989
C10 -2.481 0.382 2.058
C11 -3.729 -0.195 1.895
C12 -3.769 -1.587 1.687
N2 -5.042 -2.015 1.539
C13 -5.387 -3.405 1.424
C14 -4.195 -4.235 0.912
C15 -2.863 -3.893 1.578
C16 -2.656 -2.437 1.745
C17 -1.421 -1.842 1.946
C18 -6.005 -0.949 1.716
C19 -5.141 0.315 1.885
C20 1.447 -1.584 0.830
C21 2.647 -2.286 0.848
C22 3.727 -1.622 1.446
C23 2.875 -3.633 0.255
H1 4.430 -5.133 0.133
H2 3.983 -4.671 1.765
H3 6.199 -3.767 1.368
H4 5.722 -3.114 -0.206
H5 6.560 -1.513 2.758
H6 6.612 -0.782 1.160
H7 5.111 0.168 3.547
H8 5.337 1.001 2.007
H9 2.313 1.237 2.612
H10 0.012 1.219 2.173
H11 -2.395 1.475 2.102
H12 -5.712 -3.802 2.406
H13 -6.250 -3.492 0.744
H14 -4.428 -5.296 1.048
H15 -4.114 -4.074 -0.169
H16 -2.820 -4.357 2.566
H17 -2.052 -4.333 0.997
H18 -0.542 -2.474 1.909
H19 -6.681 -0.883 0.858
H20 -6.635 -1.119 2.596
H21 -5.373 0.831 2.823
H22 -5.337 1.036 1.079
H23 0.618 -1.930 0.207
H24 2.883 -3.578 -0.842
H25 2.029 -4.271 0.528
C24 3.453 2.062 -3.149
C25 2.644 2.654 -1.999
C26 2.993 1.837 -0.751
C27 3.007 4.116 -1.768
N3 1.206 2.614 -2.338
C28 0.718 1.520 -3.175
C29 -0.801 1.618 -3.163
N4 -1.131 2.765 -2.325
C30 -2.542 2.975 -1.946
C31 -3.448 2.477 -3.071
C32 -2.733 4.468 -1.711
C33 -2.948 2.206 -0.683
P1 0.110 3.864 -2.555
H26 -0.218 0.481 0.617
H27 3.185 2.542 -4.102
H28 4.524 2.234 -2.965
H29 3.308 0.972 -3.230
H30 2.541 2.242 0.160
H31 2.705 0.784 -0.836
H32 4.084 1.858 -0.608
H33 2.480 4.505 -0.888
H34 4.089 4.219 -1.607
H35 2.734 4.715 -2.648
H36 1.069 1.681 -4.212
H37 1.067 0.543 -2.818
H38 -1.146 1.820 -4.194
H39 -1.266 0.696 -2.796
H40 -3.433 1.376 -3.152
H41 -4.488 2.772 -2.858
H42 -3.155 2.923 -4.033
H43 -2.142 4.797 -0.849
H44 -2.420 5.031 -2.600
H45 -3.791 4.690 -1.520
H46 -2.439 2.569 0.216
H47 -4.031 2.342 -0.518
H48 -2.773 1.125 -0.758

---

# 9
C7H6BrPS | ωB97M-V/def2-TZVPD

The relative energy (zero: lowest compared OMol25 entry of this formula, charge and spin) comes out at 0.0 kJ/mol. The largest force on an atom is 4.258 eV Å⁻¹. As for the LUMO energy (alpha / beta): -2.70 / -2.70 eV. For the HOMO-LUMO gap (alpha / beta), the calculation gives 5.07 / 5.07 eV.

Atoms and positions in Å:
C1 1.428 0.332 -0.651
C2 1.365 -0.530 0.402
C3 0.707 1.472 -0.748
C4 0.499 -0.239 1.361
C5 -0.350 1.666 0.098
C6 -0.402 0.799 1.192
C7 -2.618 -0.630 -0.668
P1 -3.670 0.348 0.157
S1 -1.546 2.917 -0.148
Br1 -1.729 1.020 2.578
H1 2.153 0.074 -1.424
H2 2.041 -1.466 0.460
H3 0.831 2.085 -1.650
H4 0.511 -0.959 2.240
H5 -2.244 -1.717 -0.303
H6 -2.220 -0.299 -1.674

---

# 10
O5S2 | ωB97M-V/def2-TZVPD

The relative energy (zero: lowest compared OMol25 entry of this formula, charge and spin) comes out at 62.8 kJ/mol. The charge is -2. The largest force on an atom is 3.428 eV Å⁻¹. As for the LUMO energy (alpha / beta): 6.51 / 6.02 eV. For the HOMO-LUMO gap (alpha / beta), the calculation gives 7.64 / 4.50 eV.

Atoms and positions in Å:
O1 -1.900 -1.975 0.401
O2 0.532 -2.365 0.552
O3 0.154 3.250 1.152
O4 1.867 2.415 -0.384
O5 -0.544 -1.981 -1.634
S1 0.462 2.284 0.114
S2 -0.570 -1.627 -0.201